{
  "formula": "C24H52ClN3O4",
  "method": "the ωB97M-V functional and the def2-TZVPD basis",
  "species": ["C", "O", "C", "C", "N", "H", "H", "C", "C", "O", "C", "H", "H", "H", "H", "H", "H", "H", "H", "H", "H", "H", "H", "H", "H", "C", "C", "C", "C", "C", "C", "N", "O", "C", "C", "C", "H", "H", "H", "H", "H", "H", "H", "H", "H", "H", "H", "H", "H", "H", "H", "H", "H", "H", "C", "C", "C", "C", "C", "C", "N", "O", "C", "C", "C", "H", "H", "H", "H", "H", "H", "H", "H", "H", "H", "H", "H", "H", "H", "H", "H", "H", "H", "Cl"],
  "xyz": [[13.042, 13.714, 10.779], [12.594, 12.352, 10.894], [13.235, 11.530, 11.780], [12.690, 11.635, 13.249], [11.230, 11.610, 13.232], [10.971, 10.688, 12.863], [10.928, 11.571, 14.238], [10.318, 12.590, 12.616], [8.941, 12.265, 13.266], [9.105, 12.354, 14.657], [8.018, 11.904, 15.402], [12.269, 14.321, 11.360], [12.994, 13.994, 9.705], [14.022, 13.813, 11.233], [14.297, 11.750, 11.801], [13.040, 10.495, 11.375], [13.042, 12.480, 13.851], [12.977, 10.671, 13.706], [10.292, 12.516, 11.490], [10.556, 13.613, 12.953], [8.777, 11.248, 12.948], [8.181, 12.927, 12.831], [7.140, 12.308, 14.925], [8.196, 12.169, 16.442], [7.908, 10.787, 15.385], [11.864, 6.559, 9.600], [10.783, 6.917, 8.579], [9.413, 6.415, 9.016], [8.267, 7.089, 8.233], [8.286, 8.621, 8.337], [9.522, 9.268, 7.804], [10.699, 8.521, 8.406], [11.762, 9.121, 8.518], [9.694, 10.681, 8.267], [9.582, 9.043, 6.271], [11.286, 6.315, 7.263], [11.693, 5.511, 9.812], [11.797, 7.004, 10.596], [12.824, 6.688, 9.213], [9.336, 6.664, 10.077], [9.380, 5.321, 8.822], [7.318, 6.730, 8.615], [8.353, 6.858, 7.114], [8.137, 8.957, 9.371], [7.419, 9.051, 7.809], [8.762, 11.235, 7.994], [10.478, 11.284, 7.724], [9.853, 10.676, 9.377], [9.367, 8.023, 5.976], [10.401, 9.478, 5.711], [8.638, 9.493, 5.900], [10.651, 6.390, 6.332], [11.404, 5.229, 7.423], [12.307, 6.698, 7.063], [5.700, 5.879, 13.847], [6.611, 6.985, 13.490], [6.694, 8.036, 14.631], [7.369, 7.568, 15.895], [8.811, 7.182, 15.729], [8.971, 6.118, 14.656], [8.096, 6.463, 13.436], [8.534, 6.222, 12.419], [8.664, 4.692, 15.189], [10.377, 6.165, 14.057], [6.233, 7.631, 12.135], [5.904, 5.659, 14.880], [5.735, 4.936, 13.218], [4.649, 6.381, 13.650], [5.673, 8.272, 14.977], [6.930, 8.991, 14.223], [6.897, 6.669, 16.267], [7.230, 8.369, 16.618], [9.319, 6.792, 16.651], [9.256, 8.105, 15.301], [9.581, 4.266, 15.529], [8.430, 3.950, 14.337], [7.816, 4.682, 15.916], [10.355, 5.353, 13.275], [11.068, 5.764, 14.803], [10.744, 7.122, 13.651], [5.506, 8.494, 12.353], [5.873, 6.878, 11.480], [7.084, 8.072, 11.621], [10.025, 8.993, 11.922]],
  "forces_ev_per_angstrom": [[-1.90, 0.10, 0.58], [-0.48, 0.84, -1.27], [-0.19, -0.87, 0.74], [1.16, -0.42, -1.23], [-0.66, -0.61, 1.74], [-0.46, -0.61, -0.46], [0.03, 0.15, -0.88], [-1.16, 1.18, -0.19], [1.12, 0.10, -1.18], [1.11, 0.33, -0.43], [-0.28, -1.35, 0.08], [1.24, -0.26, -0.78], [0.29, -0.13, 0.83], [0.24, 0.27, -0.19], [0.41, -0.29, 0.07], [0.37, 0.83, 0.76], [0.02, -0.14, -0.36], [0.04, 0.61, 0.24], [0.15, -0.03, 1.48], [0.42, -0.40, -0.35], [-0.74, -0.69, 0.06], [0.00, -0.01, 0.41], [-0.75, 0.33, 0.56], [-0.37, 0.36, -0.14], [0.26, 0.61, -0.18], [-1.63, 0.05, 1.05], [0.09, 0.24, 0.32], [-0.38, 0.43, -0.66], [0.64, 0.20, -1.29], [-1.37, -0.19, 0.90], [0.94, -0.52, -0.41], [4.22, 0.03, -0.77], [-3.36, -1.86, 0.05], [-0.27, 1.98, -0.33], [-1.45, 0.45, -0.26], [0.10, -0.08, -1.45], [0.14, -0.42, -0.24], [-0.30, 0.56, -0.32], [1.57, 0.20, -0.57], [-0.25, -0.31, 0.00], [0.10, 0.65, 0.44], [-0.18, -0.16, -0.18], [-0.38, -0.19, 1.65], [0.20, -0.25, 0.07], [0.37, -0.21, -0.04], [0.47, -0.52, 0.53], [-0.46, -1.00, 0.74], [-0.16, 0.27, -0.98], [0.69, -0.26, 0.14], [0.30, -0.04, 0.29], [0.56, 0.39, 0.24], [0.58, 0.26, 1.22], [-0.08, 0.46, 0.19], [-0.64, -0.11, -0.15], [-2.18, -0.59, -0.90], [1.42, 2.17, -0.23], [-2.02, -0.68, 0.03], [0.18, -0.18, 0.57], [0.42, 1.06, -0.63], [1.18, 0.29, 0.18], [-2.61, -0.12, 2.99], [1.12, -0.57, -4.01], [-1.79, -0.62, -2.07], [0.38, -2.05, -0.43], [0.32, 1.32, 1.25], [-0.74, -0.53, 0.38], [0.18, 1.22, 0.60], [1.87, -1.33, 0.86], [-0.11, -0.50, -0.45], [1.29, 0.69, -0.24], [-0.80, 0.05, 0.34], [0.18, -0.21, 0.31], [-0.44, 0.70, -0.78], [0.62, -0.52, 0.65], [0.53, 0.05, 0.96], [-0.06, 1.28, 1.06], [0.97, -0.15, -0.47], [0.60, 1.03, 0.52], [-0.04, 0.37, 0.13], [-0.57, -0.42, 0.17], [0.78, -1.59, -0.46], [-0.87, -0.47, -0.58], [0.30, 0.23, 0.24], [-0.04, 0.11, -0.10]],
  "lowdin_charge": [-0.05, -0.24, -0.22, -0.08, -0.01, -0.03, 0.18, -0.10, -0.21, -0.20, -0.08, 0.10, 0.11, 0.09, 0.12, 0.14, 0.14, 0.14, 0.15, 0.14, 0.06, 0.14, 0.09, 0.11, 0.08, -0.03, -0.41, -0.13, -0.14, -0.15, -0.49, 0.07, 0.19, -0.03, 0.02, -0.01, 0.10, 0.06, 0.07, 0.08, 0.15, 0.11, 0.13, 0.10, 0.14, 0.12, 0.12, 0.07, 0.06, 0.11, 0.12, 0.10, 0.11, 0.11, -0.01, -0.43, -0.13, -0.18, -0.12, -0.44, 0.01, 0.15, 0.01, -0.05, -0.01, 0.07, 0.13, 0.16, 0.15, 0.10, 0.10, 0.13, 0.16, 0.13, 0.08, 0.13, 0.10, 0.11, 0.10, 0.03, 0.14, 0.07, 0.04, -0.08],
  "e_tot_ev": -50894.3284,
  "orbital_gap_ha": 0.2617,
  "lumo_ev": -7.21,
  "e_homo_ev": -14.333,
  "charge": 2
}